Computed, not measured: a single C5H5IO2S molecule, with wB97M-V/def2-TZVPD.

Last column: Löwdin charge in e.
CARTESIAN COORDINATES (ANGSTROEM)
C -0.526 0.227 1.526  -0.04
C -0.295 1.533 1.920  -0.08
C 0.373 -0.090 0.479  -0.40
C 0.968 1.232 0.205  -0.79
C -0.470 -1.067 -1.961  -0.20
O -0.193 -2.568 0.129  -0.53
O 0.586 2.126 1.083  -0.04
S 0.602 -1.534 -0.522  0.84
I 2.296 1.694 -1.327  0.94
H -1.040 -0.510 1.988  0.08
H -0.529 2.035 2.783  0.10
H -0.536 -2.020 -2.359  0.01
H 0.111 -0.365 -2.538  0.02
H -1.348 -0.693 -1.406  0.07

## Properties
Lowest unoccupied orbital energy: 0.2 eV
Frontier orbital gap: 8.7 eV
Maximum force: 5.4 eV/A
E_tot: -28294.03919 eV
Total charge: 0
ΔE to the lowest compared entry with this formula, charge and spin: 0.000 eV